{
  "formula": "C9H14N3O",
  "method": "the ωB97M-V functional and the def2-TZVPD basis",
  "multiplicity": 1,
  "orbital_gap_ev": 10.16,
  "total_charge": 1,
  "fmax_ha_per_bohr": 0.1231,
  "smiles": "C=Cn1c(=O)ccn(C(C)C)c1=[NH2+]",
  "lumo_ev": -3.128,
  "mol_weight_g_mol": 180.23,
  "elements": ["N", "C", "H", "C", "C", "H", "C", "H", "H", "N", "H", "C", "C", "H", "C", "H", "H", "H", "C", "H", "H", "O", "H", "H", "H", "C", "N"],
  "positions_angstrom": [[1.0502, -1.6193, -0.6635], [0.4584, -0.3086, 2.8374], [1.0197, -2.1792, -1.5968], [-1.6085, -2.0512, -3.1144], [-1.5456, 1.5978, -0.6125], [1.9587, 2.4856, 1.2389], [1.1054, 0.2808, 1.5824], [-1.7515, -2.6186, -4.0628], [-2.5048, -1.9168, -2.5793], [-0.7170, -0.4786, -1.5082], [-0.6667, 2.0003, 1.3206], [-0.5770, -1.3418, -2.7378], [1.6524, 1.6754, 2.0177], [0.3032, -1.0825, -3.2941], [0.2287, -0.6433, -0.6149], [-0.4366, 0.1500, 3.2890], [1.1194, -0.1506, 3.6488], [1.9104, -1.3888, -0.1548], [-0.6505, 1.4368, 0.3824], [0.2196, -1.3482, 2.7547], [0.8491, 2.2023, 2.5520], [-2.3877, 0.4745, -2.5340], [-2.1053, 2.5520, -0.6674], [1.8901, -0.3434, 1.2002], [2.4861, 1.6536, 2.5699], [-1.6267, 0.5733, -1.6530], [0.3267, 0.3887, 0.3993]],
  "forces_ev_per_angstrom": [[2.2760, -2.3660, -1.5559], [-0.8685, -0.0440, -0.1506], [0.4938, 1.0388, 2.4889], [-0.3227, -0.5742, -1.7151], [0.6610, 0.8153, 0.4010], [-0.7244, -1.8868, 0.4499], [1.1135, 1.1004, 1.1251], [0.7737, 0.5262, 0.8571], [-0.8822, -0.3589, 0.8880], [1.1421, -2.2889, -2.1508], [0.1642, 0.1230, -0.8110], [-0.2253, 0.9287, 1.0614], [-2.7313, 2.0934, -3.4469], [0.3943, -0.2953, -0.2470], [-1.5451, 5.2894, 3.1172], [-0.0534, 0.4138, -1.0974], [1.1904, -0.2870, 0.6943], [-0.1407, -1.1450, -0.5866], [0.1337, -1.3866, -0.2515], [0.0544, -0.7533, -0.1202], [0.4294, -0.2857, 0.3004], [-2.3111, 0.8738, -2.1610], [-0.0358, -1.1460, 0.0086], [1.0810, -0.3199, 0.9584], [2.8890, -0.7173, 2.5469], [0.3920, 1.3226, 2.1571], [-3.3480, -0.6702, -2.7604]]
}